{
  "formula": "C4H5ClF2O",
  "method": "ωB97M-V with the def2-TZVPD basis set",
  "species": ["O", "C", "C", "C", "F", "Cl", "C", "F", "H", "H", "H", "H", "H"],
  "xyz": [[2.026232, 0.151398, -0.111569], [0.701653, 0.233745, -0.554522], [-0.196291, -0.962655, -0.292373], [-1.167945, -0.038162, 0.424365], [-1.770981, -0.493234, 1.541696], [-2.526369, 0.447600, -0.736057], [-0.058408, 0.967565, 0.523535], [-0.366776, 2.298605, 0.409080], [2.530126, -0.737473, -0.564797], [0.529156, 0.716574, -1.558421], [0.419370, -1.472156, 0.437936], [-0.486338, -1.793731, -0.989036], [0.366567, 0.681928, 1.470163]],
  "forces_ev_per_a": [[2.716, -4.042, -2.386], [-0.121, 1.380, -1.476], [0.406, -1.865, 0.221], [-1.909, -0.737, -1.840], [0.198, 0.174, 0.233], [0.886, -0.091, 0.671], [-1.276, 0.579, 0.238], [0.390, -0.519, 0.168], [-2.178, 3.864, 1.744], [0.517, -0.443, 0.833], [-0.279, -0.417, 0.777], [-0.058, 1.437, 0.174], [0.709, 0.678, 0.642]],
  "nbo_charge": [-0.70, 0.07, -0.50, 0.38, -0.32, -0.09, 0.14, -0.32, 0.47, 0.19, 0.23, 0.25, 0.19],
  "smiles": "O[C@H]1C[C@](F)(Cl)[C@@H]1F",
  "e_above_lowest_kcal_mol": 26.8,
  "lumo_ev": 0.400,
  "multiplicity": 1,
  "e_tot_ev": -24232.2847,
  "homo_energy_ev": -11.01,
  "orbital_gap_ha": 0.419
}